C7H15IrS3SbSe as an isolated structure, computed with the ωB97M-V functional and the def2-TZVPD basis.

As for the total charge: -1. The value obtained for the orbital gap (alpha / beta) is 6.35 / 6.36 eV. Its total energy is -4216.3757 a.u.

Positions of all 28 atoms, in Å:
Ir1 0.815 -1.000 -2.618
S1 -0.845 -4.710 -0.450
C1 -0.186 -3.502 -1.360
S2 -0.985 -2.525 -2.552
S3 1.431 -2.873 -1.284
Se1 1.568 0.749 -3.851
C2 2.258 -0.462 1.489
C3 0.754 -0.580 1.284
Sb1 0.136 0.184 -0.607
C4 0.794 2.216 -0.488
C5 0.295 3.000 0.719
C6 -1.962 0.410 -0.255
C7 -2.631 -0.850 0.290
H1 2.550 -0.820 2.479
H2 2.602 0.571 1.397
H3 2.789 -1.060 0.747
H4 0.189 -0.023 2.036
H5 0.432 -1.622 1.316
H6 0.490 2.656 -1.438
H7 1.884 2.173 -0.513
H8 -0.793 3.077 0.734
H9 0.691 4.019 0.715
H10 0.605 2.535 1.658
H11 -2.395 0.719 -1.207
H12 -2.070 1.237 0.450
H13 -2.516 -1.694 -0.391
H14 -3.699 -0.681 0.447
H15 -2.201 -1.144 1.250

***

C7H15N as an isolated structure, computed with the ωB97M-V functional and the def2-TZVPD basis.

As for the energy relative to the best compared isomer or geometry (same formula, charge and spin): 400.7 kJ/mol. The value obtained for the orbital gap is 8.41 eV. Its total energy is -330.3153 a.u.

Positions of all 23 atoms, in Å:
C1 -1.016 -0.289 -0.397
C2 -0.017 1.641 1.059
C3 2.373 -0.404 0.884
C4 -1.530 -1.558 0.304
C5 -2.173 0.487 -1.010
C6 0.090 0.428 0.187
C7 1.272 -0.284 -0.149
N1 1.889 -0.265 -1.482
H1 0.097 -1.052 -0.857
H2 1.186 -0.255 -2.214
H3 2.459 0.574 -1.576
H4 -0.875 2.250 0.767
H5 -0.177 1.357 2.107
H6 0.878 2.268 1.025
H7 3.080 0.434 0.816
H8 2.948 -1.316 0.712
H9 1.978 -0.426 1.901
H10 -2.066 -2.206 -0.396
H11 -2.232 -1.275 1.099
H12 -0.718 -2.139 0.741
H13 -2.624 -0.094 -1.820
H14 -1.854 1.445 -1.422
H15 -2.968 0.678 -0.277

***

A 2-piece molecular cluster, C7H15N overall, computed with the ωB97M-V functional and the def2-TZVPD basis.

As for the energy relative to the best compared isomer or geometry (same formula, charge and spin): 149.7 kJ/mol. The value obtained for the orbital gap is 10.00 eV. Its total energy is -330.4109 a.u.

Positions of all 23 atoms, in Å:
C1 2.718 -0.766 0.228
C2 2.560 0.523 -0.046
N1 1.723 1.031 -1.013
C3 1.710 0.652 -2.208
H1 2.233 -1.530 -0.359
H2 3.297 -1.094 1.073
H3 2.997 1.292 0.576
H4 0.970 1.076 -2.872
H5 2.415 -0.066 -2.638
C4 -2.489 -0.977 -0.422
C5 -1.116 -0.981 0.239
C6 -1.008 -0.009 1.414
C7 -1.087 1.452 0.989
H6 -2.543 -1.746 -1.190
H7 -3.266 -1.174 0.314
H8 -2.692 -0.017 -0.890
H9 -0.902 -1.990 0.601
H10 -0.357 -0.725 -0.502
H11 -1.801 -0.226 2.135
H12 -0.050 -0.177 1.913
H13 -0.325 1.665 0.243
H14 -2.063 1.684 0.569
H15 -0.925 2.102 1.846